No. 1
DFT (ωB97M-V with the def2-TZVPD basis set) results for a structure of composition C26H68Ca3N4O18S2.

- Spin multiplicity: 1
- Orbital gap: 6.194 eV
- F_max: 2.22 eV/A
- Charge: +2
- E_HOMO: -11.34 eV
- Energy above the lowest of the compared OMol25 structures with the same formula, charge and spin: 0.253 eV

Last column: Mulliken charge in e.
Atoms and positions in Å:
Ca (-2.618, 1.601, -0.575)  2.3441
Ca (2.662, 1.416, -2.120)  2.1430
Ca (0.098, -2.620, 1.212)  2.8238
S (-3.094, -1.084, 1.937)  1.4156
O (-1.905, -1.981, 1.682)  -1.3803
O (-3.059, -0.588, 3.312)  -0.7935
O (-3.007, 0.084, 0.996)  -0.9480
O (-4.325, -1.834, 1.673)  -0.7806
S (0.550, -0.113, -0.954)  -1.1300
O (-0.560, 0.693, -0.460)  0.0167
O (0.806, 0.181, -2.411)  -1.2087
O (1.871, 0.281, -0.366)  -1.0325
O (0.197, -1.509, -0.691)  -0.5598
C (-1.071, 4.022, 1.353)  -0.5501
O (-1.764, 2.776, 1.232)  -0.3158
H (-0.022, 3.858, 1.609)  0.1924
H (-1.178, 4.548, 0.410)  0.0318
H (-1.502, 4.654, 2.132)  0.3219
H (-1.586, 2.295, 2.049)  0.1534
C (-2.489, 2.105, -4.001)  -1.0681
O (-1.869, 1.552, -2.834)  0.5003
H (-3.494, 2.439, -3.770)  0.3051
H (-1.892, 2.928, -4.404)  0.2746
H (-2.498, 1.344, -4.782)  0.3760
H (-1.034, 1.135, -3.088)  -0.1539
C (1.187, 1.752, -5.329)  -0.8912
O (2.418, 1.437, -4.663)  -0.1296
C (3.541, 1.938, -5.376)  -0.6618
C (4.746, 1.948, -4.443)  -0.8103
N (4.416, 2.710, -3.204)  -0.3998
C (5.550, 2.757, -2.239)  -0.7893
C (5.062, 3.307, -0.923)  -0.6240
O (3.948, 2.509, -0.458)  -0.2169
C (3.841, 2.554, 0.970)  -0.4644
H (0.468, 0.981, -5.044)  0.1453
H (1.261, 1.707, -6.413)  0.4398
H (0.797, 2.700, -4.953)  0.3540
H (3.452, 2.934, -5.816)  0.4942
H (3.819, 1.235, -6.168)  0.3494
H (5.534, 2.521, -4.949)  0.4354
H (5.195, 0.977, -4.228)  0.4770
H (4.285, 3.661, -3.539)  0.1732
H (6.338, 3.372, -2.680)  0.4665
H (5.935, 1.742, -2.129)  0.3489
H (4.725, 4.345, -0.954)  0.3859
H (5.891, 3.244, -0.215)  0.4602
H (3.124, 1.793, 1.268)  -0.2768
H (3.482, 3.540, 1.277)  0.3689
H (4.783, 2.362, 1.485)  0.4210
C (-0.566, -4.178, -1.854)  -0.7390
O (-0.588, -4.140, -0.432)  0.2593
C (-1.811, -4.630, 0.170)  -0.3036
C (-1.567, -5.296, 1.519)  -1.2169
N (-0.939, -4.408, 2.531)  0.0976
C (-0.510, -5.103, 3.765)  -0.7917
C (0.315, -4.151, 4.599)  -0.7778
O (1.467, -3.738, 3.880)  0.0674
C (2.647, -4.447, 4.211)  -0.9758
H (-1.077, -5.068, -2.224)  0.4387
H (0.449, -4.232, -2.248)  0.2023
H (-1.028, -3.248, -2.184)  -0.0629
H (-2.217, -5.419, -0.470)  0.7858
H (-2.505, -3.790, 0.188)  -0.1363
H (-0.905, -6.151, 1.361)  0.4135
H (-2.530, -5.670, 1.878)  0.4667
H (-1.745, -3.892, 2.884)  -0.0419
H (0.041, -6.026, 3.576)  0.3269
H (-1.416, -5.359, 4.328)  0.4064
H (0.583, -4.605, 5.558)  0.5862
H (-0.276, -3.263, 4.844)  0.3416
H (3.193, -3.937, 5.010)  0.2781
H (3.302, -4.439, 3.335)  0.1853
H (2.454, -5.493, 4.454)  0.4261
C (-3.096, -1.421, -1.962)  -0.4711
O (-3.729, -0.168, -1.822)  -0.1294
C (-5.113, -0.364, -1.493)  -0.5085
C (-5.850, 0.950, -1.390)  -1.2544
N (-5.056, 1.943, -0.624)  0.1406
C (-5.584, 3.312, -0.776)  -0.8763
C (-4.556, 4.427, -0.583)  -0.7912
O (-3.332, 4.014, -1.174)  0.1035
C (-2.679, 5.052, -1.932)  -0.7696
H (-3.341, -2.134, -1.171)  0.4611
H (-2.027, -1.206, -1.935)  -0.4378
H (-3.312, -1.915, -2.918)  0.5640
H (-5.157, -0.920, -0.547)  0.3724
H (-5.578, -1.043, -2.216)  0.5027
H (-6.743, 0.779, -0.779)  0.4123
H (-6.215, 1.323, -2.346)  0.4549
H (-5.232, 1.739, 0.360)  0.1966
H (-6.479, 3.492, -0.177)  0.3274
H (-5.824, 3.424, -1.838)  0.3187
H (-4.394, 4.784, 0.445)  0.3205
H (-5.010, 5.338, -0.994)  0.5916
H (-2.231, 4.567, -2.803)  0.0236
H (-1.870, 5.493, -1.356)  0.2572
H (-3.444, 5.710, -2.334)  0.4068
C (1.323, 2.470, 5.558)  -0.6497
O (1.119, 1.134, 5.174)  -0.3990
C (1.555, 0.856, 3.861)  -0.0106
C (1.096, -0.537, 3.538)  -1.0438
N (1.464, -0.980, 2.165)  2.0161
C (2.837, -1.539, 2.122)  -0.4348
C (3.069, -2.478, 0.941)  -0.7672
O (2.247, -3.653, 0.986)  -0.2272
C (2.669, -4.659, 0.053)  -0.9978
H (0.902, 3.182, 4.830)  0.1849
H (2.402, 2.639, 5.640)  0.3184
H (0.783, 2.660, 6.480)  0.2889
H (2.658, 0.931, 3.868)  0.3821
H (1.149, 1.660, 3.226)  -0.0604
H (-0.001, -0.586, 3.567)  0.1635
H (1.395, -1.276, 4.277)  0.3252
H (1.446, -0.185, 1.538)  -0.9250
H (3.155, -2.081, 3.007)  0.3836
H (3.525, -0.693, 1.990)  0.4134
H (4.108, -2.834, 0.925)  0.7158
H (2.931, -1.991, -0.033)  0.0130
H (3.034, -4.204, -0.867)  0.3536
H (1.777, -5.256, -0.118)  0.2301
H (3.421, -5.279, 0.543)  0.2423


No. 2
DFT (ωB97M-V with the def2-TZVPD basis set) results for a cluster of 3 separate species, C17H37ClN2O9S in total.

- Spin multiplicity: 1
- Orbital gap: 8.010 eV
- F_max: 9.49 eV/A
- E_HOMO: -8.46 eV
- SMILES: CS(=O)(=O)COC(=O)CC(=O)Cl.COCCNCCOC.COCCNCCOC

Last column: Mulliken charge in e.
Atoms and positions in Å:
C (3.668, 0.035, -3.344)  -0.8865
S (1.809, 0.443, -3.521)  0.9909
O (1.684, 1.341, -4.774)  -0.6041
O (1.314, 1.274, -2.298)  -0.4746
C (0.888, -1.210, -3.697)  -0.6005
O (-0.454, -1.198, -3.094)  -0.2653
C (-1.412, -0.393, -3.865)  0.3535
O (-1.166, 0.292, -4.984)  -0.5193
C (-2.982, -0.388, -3.291)  -0.2640
C (-3.828, 0.944, -3.738)  0.3529
O (-4.734, 0.940, -4.731)  -0.4640
Cl (-3.578, 2.548, -2.814)  -0.1420
H (3.814, -0.954, -3.979)  0.3353
H (3.843, -0.243, -2.210)  0.3152
H (4.341, 0.915, -3.731)  0.3309
H (0.908, -1.626, -4.813)  0.3729
H (1.534, -1.984, -3.059)  0.4388
H (-2.945, -0.383, -2.098)  0.3045
H (-3.456, -1.390, -3.713)  0.3127
C (1.735, 6.401, 3.588)  -0.7084
O (1.039, 6.458, 2.349)  -0.3390
C (1.896, 6.322, 1.211)  -0.8185
C (1.655, 4.979, 0.504)  -0.1473
N (2.146, 3.856, 1.310)  -0.3419
C (1.717, 2.543, 0.815)  -0.7524
C (0.204, 2.244, 0.818)  -0.1406
O (-0.366, 2.143, 2.125)  -0.4619
C (-0.745, 3.385, 2.701)  -0.5488
H (1.037, 6.673, 4.384)  0.2336
H (2.096, 5.389, 3.784)  0.3034
H (2.570, 7.108, 3.601)  0.3372
H (2.953, 6.458, 1.471)  0.4101
H (1.623, 7.129, 0.521)  0.3906
H (2.172, 4.983, -0.462)  0.3697
H (0.581, 4.892, 0.319)  0.1566
H (1.810, 3.961, 2.265)  0.1333
H (2.208, 1.797, 1.452)  0.3380
H (2.112, 2.398, -0.197)  0.3940
H (0.071, 1.256, 0.361)  0.1328
H (-0.366, 2.940, 0.194)  0.3083
H (-1.076, 4.111, 1.952)  0.2681
H (0.079, 3.790, 3.290)  0.1722
H (-1.574, 3.201, 3.390)  0.3042
C (-0.485, -3.991, -1.686)  -0.1264
O (0.365, -3.881, -0.551)  -0.3773
C (0.157, -2.679, 0.198)  -0.4535
C (-0.483, -2.989, 1.561)  -0.2500
N (-1.876, -3.424, 1.409)  -0.3090
C (-2.457, -3.978, 2.637)  -0.6866
C (-1.826, -5.268, 3.200)  -0.4812
O (-2.015, -6.417, 2.372)  -0.4287
C (-1.056, -6.560, 1.333)  -0.4994
H (-0.150, -4.844, -2.281)  0.2749
H (-1.518, -4.174, -1.380)  0.3028
H (-0.431, -3.091, -2.306)  -0.1558
H (-0.427, -1.939, -0.363)  0.1355
H (1.149, -2.248, 0.373)  0.3193
H (-0.451, -2.091, 2.187)  0.4495
H (0.122, -3.764, 2.040)  0.1772
H (-1.925, -4.136, 0.685)  0.0518
H (-3.510, -4.190, 2.413)  0.3703
H (-2.452, -3.205, 3.414)  0.3897
H (-2.342, -5.494, 4.140)  0.3576
H (-0.770, -5.143, 3.463)  0.3342
H (-0.072, -6.174, 1.614)  0.2689
H (-1.415, -6.073, 0.425)  0.1410
H (-0.955, -7.625, 1.108)  0.3144